1.
Entry from the OMol25 dataset: a cluster of 2 separate species, C16H38N3O3P in total (the ωB97M-V functional and the def2-TZVPD basis).

Geometry (Å):
C 3.755 -1.990 -2.701
C 2.596 -1.064 -2.307
C 1.245 -1.780 -2.283
N 0.118 -0.853 -2.331
P -0.077 0.239 -0.894
C 0.307 1.726 -1.906
C -0.759 2.081 -2.955
C -2.137 2.567 -2.448
C -3.300 1.558 -2.565
N -3.790 1.044 -1.285
C -4.166 -0.272 -1.168
C -5.057 -0.589 0.007
O -3.745 -1.129 -1.912
C -0.312 1.246 0.728
C -1.076 0.443 1.770
C -1.356 1.172 3.079
O -0.222 1.282 3.924
C 0.561 2.449 3.770
H 3.451 -3.039 -2.630
H 4.076 -1.826 -3.732
H 4.613 -1.858 -2.041
H 2.781 -0.694 -1.298
H 2.533 -0.199 -2.971
H 1.179 -2.471 -3.130
H 1.216 -2.408 -1.371
H -0.744 -1.379 -2.447
H 0.914 -0.510 -0.203
H -1.412 -0.191 -0.794
H 1.216 1.469 -2.451
H 0.525 2.588 -1.273
H -0.889 1.222 -3.617
H -0.331 2.876 -3.572
H -2.067 2.915 -1.413
H -2.409 3.446 -3.035
H -2.999 0.697 -3.161
H -4.140 2.029 -3.083
H -4.408 1.676 -0.796
H -5.568 -1.528 -0.195
H -4.447 -0.713 0.904
H -5.795 0.193 0.191
H -0.823 2.199 0.542
H 0.692 1.494 1.100
H -2.042 0.154 1.340
H -0.520 -0.470 2.016
H -1.757 2.174 2.875
H -2.111 0.628 3.655
H 0.027 3.222 3.209
H 0.805 2.843 4.759
H 1.497 2.236 3.241
C 1.898 -1.997 3.775
N 2.360 -1.185 2.668
C 3.266 -1.511 1.711
C 3.874 -2.894 1.771
O 3.569 -0.723 0.829
H 0.823 -2.160 3.717
H 2.117 -1.514 4.729
H 2.395 -2.962 3.760
H 1.972 -0.260 2.565
H 4.563 -2.991 0.939
H 4.415 -3.047 2.706
H 3.104 -3.662 1.689

Output
Kohn-Sham gap: 8.42 eV
energy above the lowest of the compared OMol25 structures with the same formula, charge and spin: 0.0 kJ/mol
SMILES: CCCN[PH2](CCCCNC(C)=O)CCCOC.CNC(C)=O
HOMO level: -7.7 eV


2.
Entry from the OMol25 dataset: a cluster of 3 separate species, C16H39BIN5O5P in total at a distorted geometry (the ωB97M-V functional and the def2-TZVPD basis).

Geometry (Å):
N 0.434 -3.979 -0.414
P -0.450 -3.119 -1.469
O -0.083 -3.547 -3.111
O -2.125 -3.363 -1.088
B 0.011 -1.264 -1.230
C -0.847 -0.222 -2.173
N -0.141 0.257 -3.408
O 1.482 -1.257 -1.265
C 2.038 -0.174 -0.476
I 3.934 -0.465 0.564
C 0.714 0.250 0.372
N 0.794 0.332 1.875
C -0.434 0.375 2.352
O -1.622 0.693 2.635
O -0.272 -0.774 0.138
H -0.195 -4.506 0.229
H -0.822 -4.064 -3.510
H -2.349 -4.323 -1.079
H -1.255 0.664 -1.552
H -1.791 -0.805 -2.536
H 0.262 -0.510 -3.965
H 0.535 1.010 -3.219
H 2.306 0.617 -1.286
H 0.465 1.336 0.077
C -6.708 1.617 7.042
C -5.284 1.298 6.595
N -4.768 2.198 5.568
C -3.516 1.728 4.968
C -2.287 1.641 5.868
C -4.808 3.623 5.880
C -4.062 4.099 7.125
H -7.397 1.619 6.193
H -7.050 0.859 7.751
H -6.771 2.584 7.548
H -5.300 0.279 6.191
H -4.636 1.276 7.480
H -3.275 2.354 4.101
H -3.699 0.733 4.548
H -1.861 2.626 6.067
H -1.509 1.056 5.370
H -2.500 1.152 6.822
H -5.858 3.924 5.976
H -4.449 4.195 5.015
H -4.215 3.441 7.984
H -4.419 5.095 7.408
H -2.991 4.190 6.944
C 6.697 -0.346 -5.863
C 5.724 -0.952 -4.855
N 4.385 -0.376 -4.902
C 3.546 -0.777 -3.768
C 3.182 -2.254 -3.644
C 3.719 -0.394 -6.200
C 3.507 -1.751 -6.870
H 6.773 0.737 -5.737
H 7.693 -0.772 -5.715
H 6.404 -0.560 -6.894
H 6.148 -0.773 -3.860
H 5.705 -2.040 -4.997
H 2.624 -0.185 -3.775
H 4.061 -0.477 -2.848
H 2.410 -2.541 -4.361
H 2.776 -2.448 -2.649
H 4.046 -2.911 -3.777
H 4.292 0.239 -6.889
H 2.751 0.114 -6.120
H 4.385 -2.396 -6.800
H 3.292 -1.604 -7.935
H 2.653 -2.280 -6.447

Output
Kohn-Sham gap: 7.14 eV
total charge: -1
HOMO level: -4.6 eV


3.
Entry from the OMol25 dataset: a cluster of 3 separate species, C16H39BNO9 in total (the ωB97M-V functional and the def2-TZVPD basis).

Geometry (Å):
O 0.908 -1.066 -0.480
B 0.606 0.097 -1.157
O -0.532 0.773 -0.882
O 1.450 0.550 -2.164
C 2.809 0.856 -2.073
C 3.055 2.341 -1.763
C 3.115 2.398 -0.243
N 3.719 1.068 0.195
C 3.639 0.139 -1.004
H 0.927 -0.981 0.473
H -0.561 1.657 -1.267
H 3.275 0.577 -3.019
H 2.199 2.926 -2.091
H 3.950 2.693 -2.273
H 3.649 3.227 0.212
H 2.098 2.392 0.149
H 4.691 1.165 0.482
H 3.189 0.721 0.992
H 4.654 0.104 -1.403
H 3.393 -0.880 -0.723
C 3.482 -7.942 0.754
O 2.361 -7.190 1.159
C 2.563 -6.537 2.395
C 1.554 -5.427 2.582
O 1.846 -4.245 1.844
C 1.552 -4.276 0.456
C 0.083 -4.109 0.129
O -0.615 -5.321 0.301
C -2.002 -5.134 0.473
H 3.713 -8.741 1.467
H 3.243 -8.389 -0.209
H 4.369 -7.306 0.646
H 3.579 -6.121 2.444
H 2.449 -7.252 3.221
H 1.589 -5.124 3.630
H 0.550 -5.792 2.359
H 1.944 -5.175 -0.023
H 2.071 -3.408 0.040
H -0.001 -3.781 -0.916
H -0.341 -3.322 0.768
H -2.213 -4.521 1.357
H -2.448 -6.117 0.606
H -2.456 -4.654 -0.402
C -4.499 6.151 2.401
O -3.965 5.901 1.119
C -2.581 6.160 1.045
C -1.980 5.483 -0.166
O -1.767 4.084 -0.003
C -2.919 3.250 -0.101
C -3.395 3.024 -1.519
O -4.124 4.135 -1.986
C -4.218 4.181 -3.391
H -4.388 7.203 2.685
H -5.557 5.905 2.365
H -4.010 5.531 3.162
H -2.076 5.803 1.953
H -2.404 7.242 0.961
H -0.985 5.908 -0.319
H -2.587 5.689 -1.049
H -3.744 3.617 0.512
H -2.596 2.284 0.294
H -4.027 2.125 -1.534
H -2.530 2.840 -2.177
H -3.225 4.241 -3.854
H -4.786 5.071 -3.650
H -4.736 3.301 -3.791

Output
Kohn-Sham gap: 7.64 eV
total charge: +1
HOMO level: -11.1 eV


4.
Entry from the OMol25 dataset: a structure of composition C16H39Mg2N2O12S5 at a distorted geometry (the ωB97M-V functional and the def2-TZVPD basis).

Geometry (Å):
Mg 0.680 1.136 2.034
Mg -0.960 1.832 -1.122
N 1.807 2.976 -0.235
O 1.965 2.208 0.767
O 2.547 3.917 -0.412
O 0.878 2.727 -1.063
C -0.473 -0.204 0.215
O -0.451 -0.092 -1.069
O 0.474 -0.657 0.954
O -0.739 0.996 0.646
C -3.420 -1.945 -2.665
C -2.748 -1.692 -3.954
N -2.273 -1.395 -4.955
H -3.592 -3.010 -2.526
H -4.352 -1.402 -2.547
H -2.682 -1.580 -1.946
C 1.316 -0.965 -3.874
S 3.067 -1.028 -3.394
O 3.718 0.007 -4.272
C 2.794 -0.122 -1.835
H 0.875 0.016 -3.706
H 0.772 -1.645 -3.214
H 1.209 -1.284 -4.909
H 3.720 0.301 -1.445
H 2.238 -0.654 -1.062
H 2.182 0.755 -2.042
C -0.593 -2.305 3.714
S -1.364 -0.654 3.739
O -0.175 0.295 3.601
C -1.746 -0.705 5.529
H -1.299 -3.109 3.903
H 0.227 -2.305 4.431
H -0.146 -2.359 2.721
H -1.978 0.294 5.893
H -0.853 -1.032 6.057
H -2.564 -1.415 5.623
C 4.144 -0.083 4.534
S 2.876 -0.566 3.322
O 2.204 0.780 3.035
C 3.863 -1.077 1.913
H 3.815 0.771 5.117
H 5.158 -0.050 4.150
H 4.088 -0.899 5.264
H 3.236 -1.156 1.023
H 4.358 -2.050 1.956
H 4.666 -0.377 1.669
C -0.586 1.586 -5.808
S -0.526 2.737 -4.381
O -0.857 2.081 -3.053
C 1.279 3.030 -4.358
H -1.472 0.955 -5.750
H 0.275 0.917 -5.790
H -0.509 2.198 -6.704
H 1.933 2.153 -4.419
H 1.538 3.470 -3.397
H 1.483 3.658 -5.224
C -1.329 -3.665 0.211
S 0.157 -4.683 0.163
O -0.148 -5.946 -0.572
C 1.030 -3.579 -1.047
H -1.788 -3.614 -0.772
H -1.076 -2.717 0.688
H -2.032 -4.082 0.938
H 0.502 -3.690 -2.001
H 2.053 -3.911 -1.200
H 0.936 -2.502 -0.893
C -4.183 4.605 1.978
C -4.057 3.443 2.905
O -4.559 3.425 4.002
C -3.130 2.289 2.514
H -3.530 4.367 1.134
H -3.975 5.565 2.438
H -5.192 4.632 1.560
H -2.974 1.715 3.422
H -2.177 2.669 2.144
H -3.564 1.695 1.708

Output
Kohn-Sham gap: 7.67 eV
total charge: +1
energy above the lowest of the compared OMol25 structures with the same formula, charge and spin: 0.0 kJ/mol
HOMO level: -11.1 eV


Q: HOMO level of number 1 (C16H38N3O3P)?
A: -7.7 eV